C3H9N4O | the ωB97M-V functional and the def2-TZVPD basis

Each line ends with the Löwdin charge.
Element x y z (Å)
C: 3.28058 0.05659 -0.68061  -0.28
C: -2.35186 0.44336 1.01740  -0.17
C: -0.47612 -0.05401 -0.10505  -0.04
N: -0.92213 0.28917 1.09885  0.09
N: -1.53000 -0.37739 -0.87075  0.07
N: 2.04073 0.32910 -0.98816  0.06
N: -2.72274 -0.17991 -0.19853  0.03
O: 3.48968 -0.75557 0.29525  0.10
H: 4.15103 0.53160 -1.13298  0.15
H: -2.90917 0.06176 1.86035  0.14
H: -2.47813 1.52342 0.98237  0.13
H: 0.60499 0.28089 -0.34600  0.08
H: -0.38287 0.49931 1.93539  0.17
H: -1.48590 -1.06848 -1.54908  0.15
H: 2.12759 0.82443 -1.82814  0.05
H: -3.21825 -1.00676 0.00747  0.13
H: 2.78258 -1.39752 0.50223  0.14

Multiplicity ... 1
Total charge ... +1
LUMO level ... -3.4285 eV
HOMO level ... -0.4842 Ha
Gap between HOMO and LUMO ... 9.75 eV